Entry 1:
Entry from the Open Molecules 2025 dataset: C16H32CuO2P2 as an isolated structure at a distorted geometry (ωB97M-V/def2-TZVPD).

The HOMO energy (spin up / spin down) is -7.1 / -7.1 eV. For the energy above the lowest of the compared OMol25 structures with the same formula, charge and spin, the calculation gives 281.97 kJ/mol. The calculation puts the electronic energy at -84417.273 eV. The gap between HOMO and LUMO (spin up / spin down) is 6.660 / 4.705 eV. For the largest force on an atom, the calculation gives 2.42 eV/Å.

ORCA input file:
```
! RIJCOSX wB97M-V def2-TZVPD def2/J DEFGRID3
* xyz 0 2
Cu 1.4206 -0.1538 4.5411
P 0.4021 1.6210 -1.6776
P -0.1834 -1.6285 -1.8201
O 0.5167 1.5589 4.3413
O -1.7015 0.9649 4.3545
C 0.5170 1.8857 1.1244
C 0.4647 -1.5407 1.0892
C 0.7109 -1.9582 4.8557
C 1.3197 3.1277 -2.0541
C 1.6524 0.9053 0.9841
C 1.4938 -2.2124 -2.2186
C -0.8076 1.6528 1.0972
C -0.7320 1.5992 4.7937
C -0.8871 -1.6937 1.1720
C 1.2087 -0.4439 0.4415
C -1.2725 2.2944 -1.9279
C 0.4409 0.7443 -3.2714
C -1.0711 -3.1306 -2.3302
C -1.9626 -0.7246 0.9403
C -1.5589 0.6124 0.3508
C -0.2865 -0.6107 -3.3396
H 1.0610 -2.2809 1.6059
H 2.3629 2.8716 -2.2711
H -1.0966 0.3101 -0.6067
H 1.7923 -2.9805 -1.4981
H 1.5122 0.6441 -3.5605
H 0.7053 -2.7968 4.1440
H -0.3011 -1.8783 5.3191
H -2.7348 -1.1119 0.2373
H 2.2550 0.8084 1.9146
H -1.2060 2.7797 -2.9036
H 1.4941 -2.0891 5.5826
H 2.3542 1.2987 0.2288
H -1.2338 -2.6277 1.6001
H 2.2302 -1.4075 -2.2315
H -1.4433 2.3956 1.5880
H -2.1351 -2.9146 -2.4822
H -1.3566 -0.4730 -3.6143
H 0.1747 -1.2318 -4.1420
H -0.0331 1.4773 -3.9618
H 0.6145 -0.1671 -0.4462
H -2.4992 1.0770 0.0356
H 1.2457 3.7977 -1.1849
H -0.6162 -3.5091 -3.2595
H -0.9603 -3.8711 -1.5237
H 0.8194 2.7979 1.6653
H 2.0974 -0.8869 -0.0115
H -2.4737 -0.5699 1.9089
H 1.4106 -2.6540 -3.2219
H -2.0436 1.5223 -1.9606
H -0.9886 2.2374 5.6688
H -1.4988 3.0149 -1.1345
H 0.8070 3.5483 -2.9309
*
```



Entry 2:
Entry from the Open Molecules 2025 dataset: C16H32FKO12 as an isolated structure at a distorted geometry (ωB97M-V/def2-TZVPD).

The HOMO energy is -9.2 eV. For the energy above the lowest of the compared OMol25 structures with the same formula, charge and spin, the calculation gives 0.00 kJ/mol. The calculation puts the electronic energy at -60724.777 eV. The gap between HOMO and LUMO is 8.395 eV. For the largest force on an atom, the calculation gives 1.45 eV/Å.

ORCA input file:
```
! RIJCOSX wB97M-V def2-TZVPD def2/J DEFGRID3
* xyz 0 1
K -3.5944 -3.1402 -2.0440
F -1.6879 -2.4143 -0.3818
O -1.6341 1.8677 1.2041
O 0.9127 0.4984 -2.5873
O -6.5987 -4.5406 2.5846
O 4.3857 -0.6813 0.6141
O 2.9176 1.3065 -3.0202
O 6.4046 -0.2071 1.2478
O -1.2343 3.9842 1.1572
O 6.0389 -2.1891 0.2420
O -5.2183 -2.9161 2.3334
O 2.5490 -0.8642 -3.3203
O 0.5009 2.5488 0.9986
O -5.8724 -4.0596 0.4991
C -4.3981 -2.0723 1.4937
C 2.1528 0.2238 -2.9986
C -5.1958 -1.1364 0.6222
C 0.0199 -0.6117 -2.6009
C -1.1875 0.5003 1.0103
C -0.3255 5.0726 1.0142
C -5.8938 -3.8474 1.6919
C -0.1259 5.4179 -0.4499
C 7.7687 -0.5927 1.4122
C 5.6379 -1.1355 0.6670
C 2.3844 2.5824 -2.6358
C -7.4285 -5.5789 2.0718
C 2.0488 -1.0305 0.5148
C 3.3659 -1.6922 0.3165
C -0.6752 2.7738 1.1069
C 3.5375 3.5445 -2.4954
H 4.1612 3.2521 -1.6497
H 1.8443 2.4877 -1.6928
H -0.6415 0.1072 1.8630
H -0.9328 -0.2425 -2.2336
H 1.6487 2.9378 -3.3634
H 0.3083 4.5663 -0.9726
H -0.1498 -0.9660 -3.6239
H 1.8438 -0.7767 1.5534
H 7.8586 -1.3170 2.2219
H 3.5184 -1.9577 -0.7292
H -8.4168 -5.1797 1.8492
H 8.2943 0.3008 1.7567
H 3.5273 -2.5391 0.9778
H -1.0616 5.7437 -0.9002
H -6.9772 -6.0349 1.1977
H 0.6104 4.9428 1.5495
H -2.0819 -0.1007 0.8875
H 0.3838 -1.4410 -2.0026
H 0.5383 6.2832 -0.5199
H 8.2036 -0.9264 0.4766
H -0.8445 5.9092 1.4941
H -3.7602 -2.7619 0.9314
H -5.7943 -0.4816 1.2537
H 1.9158 -0.1781 -0.1510
H 1.2351 -1.7119 0.2364
H -7.5215 -6.3119 2.8693
H -5.8138 -1.6764 -0.0878
H -4.4889 -0.5330 0.0468
H 4.1973 3.5093 -3.3619
H -0.6166 0.5089 0.0879
H -3.6709 -1.5673 2.1224
H 3.1282 4.5437 -2.3548
*
```



Entry 3:
Entry from the Open Molecules 2025 dataset: C16H32HgO2P2 as an isolated structure at a distorted geometry (ωB97M-V/def2-TZVPD).

The HOMO energy is -6.2 eV. For the energy above the lowest of the compared OMol25 structures with the same formula, charge and spin, the calculation gives 0.00 kJ/mol. The calculation puts the electronic energy at -43956.147 eV. The gap between HOMO and LUMO is 6.463 eV. For the largest force on an atom, the calculation gives 1.42 eV/Å.

ORCA input file:
```
! RIJCOSX wB97M-V def2-TZVPD def2/J DEFGRID3
* xyz 0 1
Hg -0.0575 -0.1322 3.6684
P -0.0101 1.5931 1.8179
P 0.2646 -1.7394 1.6973
O -1.7739 0.8488 5.4015
O 0.2745 1.8081 5.3057
C 0.6290 1.6310 -3.5893
C -0.0975 -0.7362 0.1910
C 0.6356 -1.4984 -3.4096
C 0.0912 -1.7067 5.1509
C -1.3515 -0.4483 -4.6375
C 1.9742 -2.3441 1.5600
C 1.0978 2.9929 2.0912
C -0.8588 -3.1605 1.7575
C 1.7525 -0.6510 -3.9521
C 0.4467 0.7034 0.2642
C -0.8956 1.6641 5.8014
C -0.6832 1.6873 -3.3241
C 1.3516 0.7214 -4.5453
C -0.6618 -1.4235 -3.7212
C -1.7758 0.8807 -3.9669
C -1.6995 2.2323 1.6320
H -0.7732 -0.2335 -5.5428
H 1.2864 2.3457 -3.0770
H -1.7870 2.8596 0.7314
H 1.5494 0.7139 0.2118
H 1.1048 3.6691 1.2214
H -2.2811 -0.9336 -4.9755
H 2.1782 -3.0304 2.3964
H 2.4898 -0.4814 -3.1509
H 0.4375 -2.6531 4.7222
H 0.3208 -1.2546 -0.6860
H -1.9368 2.8376 2.5200
H 0.7543 3.5422 2.9798
H 2.2924 1.2282 -4.8142
H 2.6772 -1.4999 1.6220
H -2.5420 0.6571 -3.2074
H 0.8074 0.5702 -5.4840
H -0.8155 -3.7511 0.8292
H -1.3390 -2.1717 -3.2858
H 0.9657 -2.3203 -2.7584
H 0.7951 -1.3527 5.9170
H -1.8914 -2.8064 1.9006
H -2.2817 1.5008 -4.7271
H -1.1389 2.3262 6.6635
H -1.1947 -0.7301 0.0770
H 2.1178 2.6264 2.2795
H -0.5794 -3.8060 2.6058
H -2.4164 1.4005 1.5730
H -1.0385 2.4602 -2.6299
H -0.9027 -1.8315 5.6001
H 0.0660 1.2955 -0.5829
H 2.1352 -2.8820 0.6119
H 2.2878 -1.2177 -4.7337
*
```



> Which value of electronic energy does entry 1 give?

-84417.273 eV



What did the first record say?
Entry from the Open Molecules 2025 dataset: C16H32CuO2P2 as an isolated structure at a distorted geometry (ωB97M-V/def2-TZVPD).

The HOMO energy (spin up / spin down) is -7.1 / -7.1 eV. For the energy above the lowest of the compared OMol25 structures with the same formula, charge and spin, the calculation gives 281.97 kJ/mol. The calculation puts the electronic energy at -84417.273 eV. The gap between HOMO and LUMO (spin up / spin down) is 6.660 / 4.705 eV. For the largest force on an atom, the calculation gives 2.42 eV/Å.

ORCA input file:
```
! RIJCOSX wB97M-V def2-TZVPD def2/J DEFGRID3
* xyz 0 2
Cu 1.4206 -0.1538 4.5411
P 0.4021 1.6210 -1.6776
P -0.1834 -1.6285 -1.8201
O 0.5167 1.5589 4.3413
O -1.7015 0.9649 4.3545
C 0.5170 1.8857 1.1244
C 0.4647 -1.5407 1.0892
C 0.7109 -1.9582 4.8557
C 1.3197 3.1277 -2.0541
C 1.6524 0.9053 0.9841
C 1.4938 -2.2124 -2.2186
C -0.8076 1.6528 1.0972
C -0.7320 1.5992 4.7937
C -0.8871 -1.6937 1.1720
C 1.2087 -0.4439 0.4415
C -1.2725 2.2944 -1.9279
C 0.4409 0.7443 -3.2714
C -1.0711 -3.1306 -2.3302
C -1.9626 -0.7246 0.9403
C -1.5589 0.6124 0.3508
C -0.2865 -0.6107 -3.3396
H 1.0610 -2.2809 1.6059
H 2.3629 2.8716 -2.2711
H -1.0966 0.3101 -0.6067
H 1.7923 -2.9805 -1.4981
H 1.5122 0.6441 -3.5605
H 0.7053 -2.7968 4.1440
H -0.3011 -1.8783 5.3191
H -2.7348 -1.1119 0.2373
H 2.2550 0.8084 1.9146
H -1.2060 2.7797 -2.9036
H 1.4941 -2.0891 5.5826
H 2.3542 1.2987 0.2288
H -1.2338 -2.6277 1.6001
H 2.2302 -1.4075 -2.2315
H -1.4433 2.3956 1.5880
H -2.1351 -2.9146 -2.4822
H -1.3566 -0.4730 -3.6143
H 0.1747 -1.2318 -4.1420
H -0.0331 1.4773 -3.9618
H 0.6145 -0.1671 -0.4462
H -2.4992 1.0770 0.0356
H 1.2457 3.7977 -1.1849
H -0.6162 -3.5091 -3.2595
H -0.9603 -3.8711 -1.5237
H 0.8194 2.7979 1.6653
H 2.0974 -0.8869 -0.0115
H -2.4737 -0.5699 1.9089
H 1.4106 -2.6540 -3.2219
H -2.0436 1.5223 -1.9606
H -0.9886 2.2374 5.6688
H -1.4988 3.0149 -1.1345
H 0.8070 3.5483 -2.9309
*
```



> Which of these has the lowest electronic energy?

C16H32CuO2P2



> Which of these has the highest electronic energy?

C16H32HgO2P2